No. 1
Here is a structure of composition C15H41FeN5SSi2Te from the OMol25 dataset. Energies are from ωB97M-V/def2-TZVPD.

```
66
Properties=species:S:1:pos:R:3:lowdin_charge:R:1
Fe 1.0314 1.0168 0.4847 0.25
N 1.5394 1.2134 2.6094 -0.05
C 3.0097 1.2720 2.8108 -0.19
C 3.6368 1.8181 1.5407 -0.18
N 3.2510 0.8980 0.4490 -0.12
C 3.7702 1.2511 -0.8900 -0.17
C 2.7285 2.0726 -1.6320 -0.21
N 1.4857 1.2673 -1.6438 -0.05
H 1.1239 2.1171 2.8311 0.06
H 1.1158 0.5466 3.2465 0.10
H 3.3647 0.2537 2.9797 0.13
H 3.2816 1.8635 3.6838 0.13
H 4.7205 1.9145 1.6345 0.14
H 3.2317 2.8106 1.3192 0.13
H 3.5876 -0.0300 0.6933 0.11
H 3.9443 0.3192 -1.4314 0.12
H 4.7254 1.7753 -0.8291 0.13
H 3.0780 2.3341 -2.6313 0.13
H 2.5133 3.0012 -1.0983 0.10
H 1.6351 0.4219 -2.1880 0.09
H 0.7268 1.7700 -2.0931 0.09
C 3.3048 -2.9208 -0.1821 -0.18
Si 1.7963 -3.8836 -0.7588 0.40
C 2.1588 -4.8596 -2.3012 -0.17
C 1.1275 -4.9417 0.6218 -0.18
C 0.4926 -2.5741 -1.2091 -0.53
Te -0.0516 -1.3490 0.4473 1.30
C -1.9136 -2.2039 1.0291 -0.53
Si -3.4283 -1.4689 0.1408 0.41
C -3.1731 -1.6493 -1.7013 -0.18
C -3.5044 0.3395 0.6274 -0.19
C -4.9106 -2.4201 0.7429 -0.17
H 4.1323 -3.5892 0.0602 0.05
H 3.0677 -2.3553 0.7246 0.00
H 3.6571 -2.2352 -0.9586 0.02
H 2.9240 -5.6148 -2.1128 0.04
H 2.5187 -4.2206 -3.1099 0.04
H 1.2672 -5.3795 -2.6563 0.04
H 1.8639 -5.6899 0.9210 0.04
H 0.2284 -5.4798 0.3145 0.04
H 0.8877 -4.3514 1.5094 0.02
H -0.4438 -2.9991 -1.5749 0.01
H 0.8581 -1.9043 -1.9899 0.00
H -1.9688 -2.0722 2.1104 0.02
H -1.7598 -3.2679 0.8401 0.02
H -2.2734 -1.1296 -2.0413 0.02
H -4.0188 -1.2237 -2.2452 0.04
H -3.0971 -2.6976 -1.9970 0.04
H -2.6064 0.8758 0.3067 -0.01
H -3.6041 0.4519 1.7095 0.04
H -4.3656 0.8268 0.1655 0.04
H -4.8318 -3.4776 0.4848 0.04
H -5.8290 -2.0407 0.2911 0.04
H -5.0215 -2.3451 1.8261 0.04
S -0.1899 3.1025 0.6215 0.68
C -1.5517 4.0740 0.2552 -0.78
N -1.8164 4.6341 -0.9167 0.05
C -3.0505 5.4289 -0.8936 -0.09
C -3.5262 5.2568 0.5676 -0.09
N -2.4829 4.3974 1.1380 0.05
H -1.2220 4.5201 -1.7178 0.15
H -3.7683 5.0354 -1.6105 0.13
H -2.8392 6.4678 -1.1383 0.13
H -4.4964 4.7681 0.6307 0.13
H -3.5717 6.2041 1.1007 0.13
H -2.4697 4.0542 2.0827 0.15
```

Energy ... -91932.0666 eV
Net charge ... +2
M ... 563.2 g mol⁻¹
Lowest unoccupied orbital energy (alpha / beta) ... -4.64 / -5.70 eV
HOMO-LUMO gap (alpha / beta) ... 8.799 / 7.877 eV
<S²> ... 6.01
2S+1 ... 5
HOMO energy (alpha / beta) ... -13.4 / -13.6 eV

No. 2
Here is a structure of composition C15H42AsF6O6 in a non-equilibrium geometry from the OMol25 dataset. Energies are from ωB97M-V/def2-TZVPD.

```
70
Properties=species:S:1:pos:R:3:lowdin_charge:R:1
As 6.8195 11.7990 18.2255 0.81
F 8.2660 11.1303 18.9908 -0.24
F 6.9186 13.1615 19.3105 -0.24
F 5.4660 12.5519 17.4295 -0.25
F 6.6872 10.4424 17.1192 -0.24
F 5.8454 10.9693 19.4088 -0.24
F 7.8933 12.5532 17.0694 -0.24
C 10.2248 9.1447 19.9799 -0.09
C 8.9879 8.3045 19.6670 -0.28
O 9.2328 6.9955 20.2371 -0.11
H 11.1579 8.5857 20.0124 0.07
H 10.1947 9.7021 20.9191 0.08
H 10.3261 9.9090 19.2081 0.05
H 8.9089 8.1895 18.5851 0.11
H 8.0329 8.6337 20.0720 0.10
H 8.6348 6.8367 20.9683 0.06
C 11.0816 14.8419 20.1035 -0.09
C 10.0030 13.7910 19.8348 -0.34
O 10.5517 12.4923 19.8294 -0.08
H 11.6490 14.6195 21.0067 0.07
H 10.6081 15.8215 20.1823 0.07
H 11.7426 14.8856 19.2353 0.07
H 9.5771 14.0514 18.8608 0.09
H 9.2273 13.9056 20.5991 0.11
H 9.8593 11.8926 19.5063 0.03
C 7.1805 16.2526 17.8294 -0.09
C 6.1822 16.5347 18.9424 -0.34
O 6.4842 15.8138 20.1084 -0.08
H 7.1249 15.2126 17.5033 0.05
H 8.2190 16.3685 18.1439 0.07
H 6.9957 16.8955 16.9645 0.07
H 5.1665 16.3392 18.5681 0.11
H 6.1542 17.6096 19.1402 0.10
H 6.4977 14.8665 19.9101 0.04
C 1.9863 11.9774 22.4633 -0.06
C 3.1458 11.7494 21.4978 -0.49
C 3.9626 13.0435 21.3293 -0.05
O 3.9880 10.6925 21.9390 -0.05
H 2.1587 12.8773 23.0554 0.07
H 1.8246 11.1323 23.1342 0.07
H 1.0327 12.1499 21.9585 0.07
H 2.7241 11.5158 20.5133 0.13
H 3.4300 13.7242 20.6698 0.08
H 4.9260 12.7329 20.9195 0.05
H 4.2448 13.4309 22.3097 0.08
H 4.3779 10.3142 21.1441 0.07
C 3.8311 10.6224 13.1886 -0.08
C 4.1217 10.6027 14.6771 -0.50
C 2.8860 10.2712 15.5177 -0.06
O 5.0825 9.5541 14.8499 -0.07
H 3.3604 9.7036 12.8294 0.08
H 4.7397 10.7583 12.5996 0.07
H 3.1658 11.4354 12.8795 0.07
H 4.5517 11.5676 14.9627 0.13
H 2.0949 10.9866 15.2842 0.07
H 3.1523 10.3257 16.5736 0.07
H 2.5806 9.2530 15.2806 0.08
H 5.4369 9.6747 15.7411 0.05
C 9.8913 16.1910 14.4279 -0.07
C 9.0941 14.9327 14.6909 -0.47
C 9.5072 13.7759 13.7740 -0.06
O 9.4860 14.5082 16.0259 -0.10
H 9.7522 16.4714 13.3814 0.08
H 10.9450 16.0180 14.6414 0.08
H 9.5374 16.9757 15.0979 0.07
H 8.0236 15.1352 14.7559 0.13
H 9.1385 13.9762 12.7572 0.07
H 8.9701 12.8823 14.0938 0.07
H 10.5761 13.5973 13.7156 0.08
H 8.7776 13.9369 16.3626 0.03
```

Energy ... -105670.5754 eV
Net charge ... -1
M ... 507.4 g mol⁻¹
Lowest unoccupied orbital energy ... 2.75 eV
HOMO-LUMO gap ... 9.856 eV
HOMO energy ... -7.1 eV